189
Properties=species:S:1:pos:R:3 method="wB97M-V/def2-TZVPD" homo_energy_ha=-0.3103 smiles=CC1(C)CCCC(C)(C)N1O.COC[C@H](C)N.COC[C@H](C)N.COC[C@H](C)N.COC[C@H](C)N.COC[C@H](C)N.COC[C@H](C)N.COC[C@H](C)N.COC[C@H](C)N.COC[C@H](C)N.CO lumo_energy_ev=0.2 total_energy_ev=-87095.0380 orbital_gap_ev=8.7
C 5.6200 1.5222 3.7103
O 4.3518 1.0124 3.7016
H 5.6717 2.6098 3.7619
H 6.1151 1.1872 4.6218
H 6.2696 1.1658 2.9108
H 3.9582 1.1027 2.8307
C 0.0113 6.5927 -3.0868
C 0.2136 5.6147 -1.8869
C 0.2571 4.2079 -2.3430
O -0.9818 3.9519 -2.9349
C -1.2131 2.6341 -3.2316
N 1.4284 6.0121 -1.1688
H 0.0741 7.6453 -2.8110
H -0.9878 6.5941 -3.5224
H 0.7443 6.4614 -3.8828
H -0.6345 5.7296 -1.2119
H 0.4667 3.6195 -1.4498
H 0.9518 3.9551 -3.1440
H -1.9283 2.7034 -4.0512
H -1.7009 2.2457 -2.3375
H -0.3080 2.1108 -3.5399
H 1.3925 7.0155 -1.0598
H 2.2561 5.9369 -1.7426
C 4.2742 -6.7030 2.0508
C 3.2126 -6.6396 3.1166
C 2.9437 -5.1785 3.6166
O 3.9634 -4.5793 4.3555
C 3.6438 -3.2267 4.6745
N 1.9357 -7.1397 2.5929
H 4.5226 -7.7285 1.7776
H 5.1624 -6.1508 2.3576
H 4.0563 -6.2579 1.0799
H 3.6245 -7.2106 3.9487
H 2.0986 -5.2343 4.3026
H 2.7503 -4.5586 2.7411
H 4.0762 -2.5856 3.9064
H 4.2274 -2.9517 5.5531
H 2.5909 -3.0267 4.8737
H 1.2565 -6.9982 3.3270
H 1.6057 -6.4843 1.8989
C 2.9092 -0.9261 0.9423
C 2.2270 0.3631 0.4758
C 0.6903 0.4230 0.7228
O -0.1516 -0.5195 0.0562
C -0.2585 -0.3361 -1.3028
N 2.8212 1.5283 1.1557
H 2.7973 -1.2666 1.9717
H 3.9664 -0.6903 0.8203
H 2.6468 -1.7426 0.2695
H 2.4574 0.5224 -0.5776
H 0.2345 1.4056 0.6007
H 0.4259 0.2285 1.7623
H 0.7125 -0.2216 -1.7846
H -0.7969 0.5747 -1.5649
H -0.6385 -1.2394 -1.7801
H 2.1990 2.3023 0.9715
H 3.4783 1.8481 0.4586
C -0.4100 -2.8696 4.1920
C -0.9059 -2.8604 2.7467
C -2.1448 -1.9121 2.4767
O -3.1771 -2.3014 3.3963
C -4.2027 -1.3325 3.6968
N 0.2279 -2.5865 1.8537
H 0.5562 -3.3706 4.2509
H -1.1692 -3.2785 4.8587
H -0.1975 -1.8608 4.5461
H -1.3246 -3.8489 2.5580
H -2.3876 -2.0690 1.4258
H -1.9146 -0.8749 2.7202
H -3.8015 -0.3611 3.9857
H -4.7153 -1.8082 4.5329
H -4.9402 -1.2397 2.8995
H 0.8750 -1.9846 2.3426
H -0.1663 -2.0380 1.1028
C 1.8360 4.7160 3.1423
C 0.5357 4.4475 2.4645
C -0.4403 5.6359 2.5289
O -1.6601 5.2848 1.9989
C -2.5236 6.3655 1.8169
N 0.7763 4.0041 1.1560
H 1.7281 4.9205 4.2075
H 2.3541 5.6105 2.7966
H 2.4719 3.8307 3.1504
H 0.0774 3.6750 3.0821
H 0.0839 6.4927 2.1055
H -0.7143 5.7880 3.5729
H -3.3731 6.0394 1.2168
H -2.0863 7.1245 1.1682
H -2.9545 6.7706 2.7325
H 1.1181 4.7650 0.5865
H -0.0901 3.7593 0.6983
C 4.7592 4.2037 -0.2762
C 4.0113 3.4754 -1.4193
C 4.1642 4.0139 -2.8965
O 3.8462 5.3802 -2.8511
C 3.6805 5.8684 -4.1471
N 4.4549 2.0766 -1.4013
H 4.4519 5.2494 -0.2622
H 5.8469 4.1493 -0.3209
H 4.4225 3.7573 0.6595
H 2.9415 3.5283 -1.2173
H 3.5441 3.5101 -3.6381
H 5.2062 3.9195 -3.2022
H 2.9593 5.3155 -4.7491
H 4.5679 5.6666 -4.7470
H 3.4729 6.9373 -4.1973
H 4.3024 1.7465 -2.3436
H 5.4627 2.0239 -1.3607
C -6.6013 2.3167 2.5423
C -6.4278 2.8717 1.0875
C -4.9317 3.0142 0.5509
O -4.1257 1.8797 0.9880
C -2.7506 2.0000 0.6890
N -7.1102 1.9109 0.2310
H -7.6463 2.1341 2.7928
H -6.2058 3.0873 3.2040
H -6.0531 1.4191 2.8285
H -6.9665 3.8189 1.0618
H -4.6169 3.9441 1.0246
H -4.8342 3.1019 -0.5312
H -2.1884 2.8966 0.9500
H -2.6898 1.8320 -0.3863
H -2.2142 1.1371 1.0836
H -6.5911 2.0357 -0.6263
H -6.8846 0.9573 0.4755
C 6.9617 -4.0655 -2.7550
C 5.7871 -3.0260 -2.4485
C 6.0382 -2.0257 -1.3162
O 6.6172 -2.5722 -0.1501
C 5.7817 -3.4668 0.5624
N 5.5404 -2.4662 -3.7835
H 6.7036 -4.8736 -3.4395
H 7.2748 -4.5752 -1.8438
H 7.8702 -3.6999 -3.2336
H 4.9536 -3.6951 -2.2353
H 5.2037 -1.4135 -0.9741
H 6.7557 -1.2919 -1.6834
H 5.0559 -2.9157 1.1605
H 6.4470 -3.9114 1.3025
H 5.4022 -4.3045 -0.0226
H 6.3963 -2.1032 -4.1782
H 5.2888 -3.2356 -4.3875
C -1.4040 -4.2672 -0.8561
C -0.1045 -5.0258 -0.8387
C 1.0443 -4.2253 -1.4892
O 0.7604 -4.0171 -2.8536
C 1.9270 -3.5510 -3.5835
N 0.2642 -5.3813 0.5137
H -2.2198 -4.8501 -0.4286
H -1.6869 -3.9723 -1.8666
H -1.4226 -3.3060 -0.3424
H -0.1817 -5.9805 -1.3589
H 1.9638 -4.8094 -1.4516
H 1.1631 -3.3048 -0.9177
H 2.5053 -2.8382 -2.9956
H 1.7115 -3.1425 -4.5708
H 2.6090 -4.3871 -3.7382
H -0.4017 -5.9502 1.0168
H 0.4005 -4.5767 1.1087
C -6.8224 -3.2183 -1.4629
C -6.5526 -1.8362 -0.8407
C -5.0865 -1.8146 -0.3501
C -3.9216 -1.7451 -1.3084
C -4.1509 -0.5117 -2.1948
C -5.5740 -0.4357 -2.8117
N -6.6699 -0.7338 -1.7833
O -7.9458 -0.5960 -2.3423
C -5.8374 1.0321 -3.2382
C -5.5146 -1.3553 -4.0268
C -7.4126 -1.5369 0.4948
H -7.8310 -3.2494 -1.8750
H -6.9292 -4.0354 -0.7494
H -5.9876 -3.5241 -2.0935
H -5.0083 -0.9069 0.2483
H -4.9598 -2.6687 0.3151
H -3.8316 -2.5791 -2.0044
H -2.9388 -1.7155 -0.8379
H -3.4670 -0.5197 -3.0435
H -3.7588 0.3596 -1.6704
H -5.4973 1.6841 -2.4335
H -5.2786 1.2707 -4.1431
H -6.8231 1.4430 -3.4561
H -5.0486 -2.3030 -3.7569
H -6.5189 -1.5480 -4.4041
H -4.9789 -0.8709 -4.8431
H -7.0466 -0.7434 1.1463
H -7.3996 -2.4350 1.1123
H -8.4387 -1.3313 0.1899
H -8.0659 -1.3908 -2.8672